Record 1
The following is a DFT calculation (the ωB97M-V functional and the def2-TZVPD basis) of a molecular structure, C23H32BrN5O3PbSi in a non-equilibrium geometry.

ORCA input file:
```
! wB97M-V def2-TZVPD RIJCOSX def2/J DEFGRID3
* xyz 2 1
Pb -9.617 -13.954 -5.585
C -6.652 -18.446 -3.381
C -7.950 -17.935 -3.932
C -9.224 -18.476 -3.624
C -10.402 -17.916 -4.177
C -10.249 -16.986 -5.138
Br -11.640 -16.371 -6.183
N -9.109 -16.410 -5.382
C -7.960 -16.921 -4.885
H -6.839 -19.433 -2.887
H -6.410 -17.816 -2.527
H -5.856 -18.489 -4.124
H -9.356 -19.281 -2.923
H -11.391 -18.340 -4.007
H -7.039 -16.321 -5.045
C -4.911 -14.154 -6.446
C -5.298 -14.864 -7.688
C -4.203 -15.341 -8.498
C -4.368 -15.880 -9.769
C -5.685 -16.060 -10.198
C -6.802 -15.858 -9.266
N -6.521 -15.212 -8.050
N -7.984 -16.348 -9.411
Si -8.742 -17.209 -10.842
C -8.342 -16.204 -12.391
C -8.009 -18.911 -10.885
C -10.600 -17.239 -10.339
H -4.195 -13.422 -6.726
H -4.471 -14.783 -5.651
H -5.807 -13.695 -6.029
H -3.184 -15.016 -8.270
H -3.527 -16.120 -10.333
H -5.862 -16.490 -11.225
H -7.504 -16.646 -12.929
H -8.483 -15.163 -12.290
H -9.152 -16.501 -13.120
H -6.989 -18.886 -11.259
H -8.574 -19.504 -11.615
H -8.063 -19.458 -9.911
H -10.969 -16.183 -10.240
H -10.654 -17.741 -9.345
H -11.117 -17.779 -11.119
C -8.806 -10.440 -2.039
C -9.982 -11.158 -1.433
C -10.039 -12.704 -1.474
C -11.318 -13.184 -0.788
C -11.712 -14.683 -1.058
C -8.838 -13.271 -0.731
O -8.640 -13.110 0.437
N -7.867 -14.039 -1.418
C -7.834 -14.158 -2.785
O -6.925 -14.725 -3.386
N -8.888 -13.712 -3.483
C -10.026 -13.148 -2.988
O -10.955 -12.970 -3.767
H -8.657 -9.451 -1.500
H -8.964 -10.369 -3.117
H -7.854 -10.934 -1.941
H -10.948 -10.760 -1.744
H -9.960 -10.992 -0.335
H -12.109 -12.577 -1.201
H -11.225 -13.014 0.312
H -12.088 -14.709 -2.128
H -12.481 -14.964 -0.321
H -10.940 -15.411 -0.933
H -7.048 -14.366 -0.833
*
```

The calculation puts the electronic energy at -4450.95864 a.u. The maximum force is 3.20 eV Å⁻¹. The HOMO-LUMO gap comes out at 5.32 eV. For the LUMO energy, the calculation gives -9.337 eV. As for the energy above the lowest of the compared OMol25 structures with the same formula, charge and spin: 25.86 kcal per mole.



Record 2
The following is a DFT calculation (the ωB97M-V functional and the def2-TZVPD basis) of a molecular structure, C23H32CeIN6.

ORCA input file:
```
! wB97M-V def2-TZVPD RIJCOSX def2/J DEFGRID3
* xyz 2 2
Ce -0.035 0.460 -0.766
C -0.328 -2.775 0.445
C 0.556 -2.136 1.535
C -0.221 -1.112 2.321
C -0.384 -1.232 3.694
C -1.174 -0.315 4.371
C -1.800 0.688 3.645
C -1.585 0.741 2.283
N -0.792 -0.115 1.623
N -0.128 -2.181 -0.896
C -1.304 -2.507 -1.736
C -2.560 -1.776 -1.328
C -3.786 -2.418 -1.415
C -4.946 -1.713 -1.138
C -4.840 -0.379 -0.772
C -3.583 0.181 -0.698
N -2.453 -0.488 -0.964
C 1.080 -2.743 -1.538
C 2.366 -1.975 -1.348
C 3.582 -2.639 -1.438
C 4.753 -1.902 -1.498
C 4.671 -0.516 -1.469
C 3.428 0.063 -1.335
N 2.290 -0.642 -1.250
H -0.146 -3.853 0.402
H -1.374 -2.640 0.719
H 0.915 -2.905 2.215
H 1.438 -1.679 1.077
H 0.093 -2.045 4.224
H -1.310 -0.386 5.442
H -2.448 1.412 4.118
H -2.074 1.506 1.686
H -1.087 -2.220 -2.768
H -1.497 -3.585 -1.722
H -3.829 -3.459 -1.707
H -5.912 -2.195 -1.206
H -5.717 0.214 -0.553
H -3.469 1.224 -0.421
H 1.225 -3.787 -1.246
H 0.919 -2.741 -2.620
H 3.608 -3.720 -1.485
H 5.711 -2.397 -1.574
H 5.554 0.101 -1.549
H 3.326 1.143 -1.300
N -0.996 2.959 -1.295
C 0.170 3.886 -1.381
C 0.454 4.544 -0.034
C 0.711 3.558 1.108
C 2.051 2.817 0.993
N 1.849 1.345 1.095
H -1.320 2.798 -2.247
H -1.751 3.473 -0.847
H -0.014 4.674 -2.111
H 1.031 3.311 -1.742
H -0.395 5.179 0.231
H 1.314 5.206 -0.144
H -0.100 2.820 1.131
H 0.661 4.093 2.055
H 2.742 3.172 1.758
H 2.514 3.018 0.025
H 1.541 1.144 2.043
H 2.763 0.904 1.031
I 0.038 0.542 -3.732
*
```

Its expectation value of S² is 0.751. The calculation puts the electronic energy at -1996.68376 a.u. The maximum force is 0.63 eV Å⁻¹. The HOMO-LUMO gap (alpha / beta) comes out at 8.37 / 8.39 eV. For the LUMO energy (alpha / beta), the calculation gives -5.545 / -5.528 eV. As for the energy above the lowest of the compared OMol25 structures with the same formula, charge and spin: 0.56 kcal per mole.



Record 3
The following is a DFT calculation (the ωB97M-V functional and the def2-TZVPD basis) of a molecular structure, C23H32F5NO7PtSSiTe in a non-equilibrium geometry.

ORCA input file:
```
! wB97M-V def2-TZVPD RIJCOSX def2/J DEFGRID3
* xyz 0 1
Pt -0.307 -0.584 -0.429
O 1.231 -6.499 -1.133
C 1.034 -5.180 -0.987
C 1.116 -4.282 -2.047
C 0.890 -2.951 -1.795
N 0.634 -2.503 -0.575
C 0.527 -3.358 0.452
C 0.722 -4.705 0.285
C 0.032 -2.754 1.730
O -0.430 -3.449 2.612
O 0.073 -1.450 1.741
C 0.866 -1.885 -2.847
O 1.219 -2.135 -3.977
O 0.475 -0.741 -2.394
H 1.383 -6.727 -2.058
H 1.332 -4.591 -3.063
H 0.602 -5.381 1.119
C -2.202 2.525 -0.070
S -1.863 1.677 1.488
O -0.049 1.699 0.891
C -1.914 3.268 2.604
C -2.881 3.382 3.577
C -2.844 4.515 4.378
C -1.841 5.463 4.212
C -0.871 5.294 3.234
C -0.899 4.169 2.424
H -1.677 3.474 -0.090
H -3.277 2.672 -0.122
H -1.864 1.885 -0.880
H -3.650 2.637 3.709
H -3.607 4.647 5.132
H -1.810 6.332 4.855
H -0.090 6.030 3.096
H -0.150 4.002 1.669
F -3.428 1.586 1.861
Te -2.284 -1.234 2.245
F -4.008 -1.369 1.399
F -1.259 0.376 3.208
F -2.057 -2.272 0.416
F -3.544 -0.369 3.483
O -2.007 0.185 0.858
C 2.455 0.275 0.064
Si 1.609 1.803 0.784
C 2.042 3.235 -0.463
C 3.544 3.336 -0.723
C 1.326 2.831 -1.766
C 1.521 4.611 -0.037
C 2.482 1.955 2.544
C 2.097 3.235 3.276
C 1.953 0.742 3.318
C 4.000 1.870 2.400
H 3.536 0.384 -0.025
H 2.072 0.070 -0.939
H 2.256 -0.600 0.685
H 3.984 2.371 -0.981
H 4.077 3.745 0.136
H 3.718 4.014 -1.566
H 1.741 1.918 -2.195
H 1.431 3.631 -2.508
H 0.258 2.665 -1.596
H 1.921 4.923 0.928
H 0.429 4.620 0.011
H 1.822 5.364 -0.774
H 1.027 3.278 3.441
H 2.418 4.129 2.739
H 2.583 3.258 4.260
H 0.867 0.731 3.360
H 2.324 0.779 4.351
H 2.286 -0.197 2.875
H 4.418 2.739 1.891
H 4.310 0.971 1.868
H 4.451 1.829 3.400
*
```

The calculation puts the electronic energy at -3051.28257 a.u. The maximum force is 4.98 eV Å⁻¹. The HOMO-LUMO gap (alpha / beta) comes out at 6.55 / 6.54 eV. For the LUMO energy (alpha / beta), the calculation gives -2.610 / -2.620 eV. As for the energy above the lowest of the compared OMol25 structures with the same formula, charge and spin: 44.51 kcal per mole.